Below is a molecular structure, C44H49IrNP2 in a non-equilibrium geometry, with properties calculated with the ωB97M-V functional and the def2-TZVPD basis.

```
97
Properties=species:S:1:pos:R:3:forces:R:3
Ir -0.2794 3.3865 0.6424 -0.7787 0.7511 1.0575
C 0.3848 3.6810 2.6768 0.8735 -0.1103 0.4588
C 0.6188 2.3351 2.2698 0.5416 0.1777 0.6049
C -0.2241 1.1997 2.8258 0.0679 -0.3963 0.0585
C -1.3443 0.7843 1.8629 0.2151 -0.5445 0.0762
C -1.7952 1.9286 0.9890 -1.0816 -0.2481 0.3240
C -2.2230 3.1467 1.5830 -0.8842 -0.2994 -0.7748
C -2.1530 3.5145 3.0462 -0.4356 0.4478 0.2346
C -0.7861 4.0606 3.5333 -0.5270 0.1598 0.4530
C 0.6647 3.5630 -1.0575 1.1675 -0.4519 -2.4598
H 1.2706 4.3120 2.8113 -0.2718 -0.1081 -0.1148
H 1.6435 2.0861 1.9646 -0.2803 0.1077 0.2615
H -0.6544 1.4803 3.7957 0.2422 0.0091 -0.2030
H 0.4268 0.3290 3.0060 -0.2553 0.3484 0.0866
H -0.9872 -0.0495 1.2446 -0.1739 0.1992 0.0326
H -2.1831 0.3930 2.4602 0.0164 0.0810 -0.2990
H -2.2993 1.6670 0.0497 0.1826 -0.0117 0.3262
H -2.9960 3.6870 1.0311 0.3426 -0.2147 0.2604
H -2.5075 2.6813 3.6800 0.1870 0.2584 -0.3040
H -2.8807 4.3352 3.1671 0.1969 -0.4439 0.1615
H -0.8698 5.1594 3.5862 0.1766 -0.3847 -0.0533
H -0.6378 3.7035 4.5632 0.1405 0.1743 -0.0943
H 1.3490 4.4232 -1.0876 -0.0688 -0.2858 -0.0236
H -0.0828 3.7181 -1.8455 0.2070 -0.0412 -0.1059
H 1.2132 2.6347 -1.2562 0.1028 0.1261 -0.2340
P 1.7154 -4.1828 -0.9237 0.7472 -0.1205 0.8720
P -1.1735 -4.4640 -2.2442 -0.9892 -1.5790 -0.0308
C 0.3554 -4.8972 0.0049 -1.8864 -0.3103 -0.1950
C -0.8350 -5.1747 -0.6081 1.6033 0.3094 0.9007
C 3.0616 -5.4462 -0.7960 0.0695 0.0507 -0.7188
C 3.1030 -6.5009 0.1250 -0.0649 -0.0232 -0.1607
C 4.0833 -7.4962 0.0065 -0.0671 0.1922 -0.0085
C 5.0380 -7.4372 -1.0132 -0.2599 0.3126 -0.0492
C 5.0332 -6.3506 -1.8976 -0.0133 0.0165 0.1499
C 4.0540 -5.3623 -1.7933 -0.1726 -0.1534 0.1727
C 2.2282 -2.8678 0.2422 -0.3818 0.2990 -0.3345
C 1.3500 -1.7628 0.2312 0.6352 0.0687 0.1297
C 1.6948 -0.6121 0.9323 -0.0501 -0.0941 0.1077
C 2.8097 -0.6186 1.7809 0.0909 -0.2054 -0.4018
C 3.6734 -1.7193 1.7977 -0.2100 -0.0855 0.0058
C 3.4005 -2.8473 1.0117 -0.1897 0.3516 -0.1249
C -1.8279 -5.9499 -3.1186 0.3131 -0.1264 -0.4780
C -0.9221 -7.0071 -3.3559 -0.0852 -0.0129 -0.0586
C -1.2990 -8.1321 -4.0953 -0.0594 0.1665 0.1374
C -2.5946 -8.2165 -4.6290 0.1184 0.2651 0.1852
C -3.5152 -7.1844 -4.3923 0.2914 -0.0032 0.1510
C -3.1303 -6.0675 -3.6357 -0.2114 0.0093 -0.2626
C -2.6528 -3.4071 -2.0462 0.4114 0.7983 -0.1792
C -2.9312 -2.4931 -3.0896 -0.0971 -0.2077 0.3630
C -4.0208 -1.6291 -2.9811 -0.0684 -0.1557 0.1308
C -4.8351 -1.6668 -1.8389 0.3127 -0.1379 -0.0832
C -4.5308 -2.5411 -0.7911 0.0956 -0.0708 -0.0789
C -3.4315 -3.4021 -0.8821 -0.0200 0.1710 -0.1870
H 0.5344 -5.0064 1.0876 -0.2572 -0.5053 -0.5225
H -1.6097 -5.8321 -0.1865 0.2930 0.4944 0.1070
H 2.3587 -6.5392 0.9213 0.2335 -0.2009 -0.1899
H 4.0974 -8.3302 0.7086 -0.0386 0.2651 -0.1528
H 5.7765 -8.2357 -1.1264 -0.2608 0.3383 0.0907
H 5.7897 -6.2769 -2.6781 -0.1999 -0.0366 0.1890
H 4.0337 -4.5198 -2.4898 0.0711 -0.3401 0.1027
H 0.4176 -1.8135 -0.3396 0.3767 0.1563 -0.0194
H 1.1083 0.2994 0.7957 0.1009 -0.4206 0.2102
H 3.0082 0.2445 2.4193 0.0998 -0.1961 -0.2907
H 4.5766 -1.6889 2.4091 -0.3203 -0.0785 -0.1098
H 4.0861 -3.6964 1.0017 -0.1860 0.2670 -0.0390
H 0.0854 -6.9300 -2.9447 -0.1215 -0.1163 -0.1901
H -0.5772 -8.9403 -4.2654 -0.3518 0.4005 0.0879
H -2.8821 -9.0865 -5.2272 0.1014 0.3589 0.2406
H -4.5292 -7.2546 -4.8117 0.5438 0.1038 0.3318
H -3.8622 -5.2847 -3.4464 0.1562 -0.0907 -0.0968
H -2.2895 -2.4663 -3.9734 -0.2209 0.0134 0.2327
H -4.2395 -0.9243 -3.7864 0.0656 -0.2650 0.2566
H -5.7000 -1.0044 -1.7645 0.2971 -0.2099 -0.0091
H -5.1491 -2.5541 0.1081 0.1728 -0.0087 -0.2864
H -3.1712 -4.0648 -0.0587 -0.2135 0.1727 -0.1334
C 3.4083 7.7265 1.4661 0.7519 0.1677 -0.2671
N 2.0612 7.2498 1.5916 0.2705 -0.6997 0.5536
C 1.2884 7.6610 2.7254 -0.5215 1.0085 0.5207
C 1.5773 6.2253 0.7059 -0.0809 -0.0579 -1.1975
C 0.1250 6.4278 0.3321 -0.8675 0.2797 0.0803
C -0.3074 7.7396 0.1060 -0.0633 -0.1019 -0.1660
C -1.6454 8.0283 -0.1449 0.2686 0.1316 0.3746
C -2.5604 6.9833 -0.1990 -0.1103 -0.4015 -0.5463
C -2.1129 5.6582 -0.1640 -0.0544 0.7927 0.0182
C -0.7978 5.3820 0.2108 0.3660 -0.5002 0.7442
H 3.9188 7.7685 2.4383 -0.3317 -0.0042 -0.1251
H 3.4064 8.7511 1.0535 -0.1337 -0.1850 0.1395
H 3.9912 7.1005 0.7790 -0.3203 0.1020 0.1801
H 0.2433 7.8396 2.4450 0.3115 -0.2146 -0.0047
H 1.2749 6.9232 3.5463 0.3213 -0.0582 -0.3724
H 1.7029 8.6064 3.0941 -0.0458 -0.3046 0.0879
H 2.2115 6.2683 -0.2001 -0.1612 0.0051 0.3707
H 1.7496 5.2149 1.1325 -0.0671 0.5164 0.1215
H 0.4265 8.5339 0.1987 -0.1364 0.2307 -0.2457
H -1.9684 9.0602 -0.2791 0.0656 -0.2700 0.1253
H -3.6269 7.1831 -0.2952 0.2638 0.0324 -0.2656
H -2.7978 4.8499 -0.4381 0.1683 0.4044 0.3803
```
Forces are in eV/Å.

Total charge ... +2
ΔE to the lowest compared entry with this formula, charge and spin ... 0.000 eV
E_tot ... -2547.01219 Ha
F_max ... 2.76 eV/Å
LUMO (alpha / beta) ... -4.227 / -7.684 eV
Spin multiplicity ... 6